Record 1
Below is one molecule with the formula C5H8O2 in a non-equilibrium geometry, with properties calculated with the ωB97M-V functional and the def2-TZVPD basis.

Results
2S+1 ... 1
ΔE to the lowest compared entry with this formula, charge and spin ... 2.592 eV
E_tot ... -9407.2399 eV
Net charge ... 0

Bonds (Å) are listed after each position.
Positions of all 15 atoms, in Å:
1 C 0.092 1.539 0.895  C2 1.546, H8 1.104, H9 1.092, H10 1.092
2 C -0.390 0.088 0.669  C1 1.546, C3 1.548, C6 1.607, H11 1.086
3 C -1.223 -0.291 -0.579  C2 1.548, O4 1.438, C5 1.463, H12 1.087
4 O -0.384 -0.085 -1.729  C3 1.438, C5 1.426
5 C -0.279 -1.318 -1.021  C3 1.463, O4 1.426, C6 1.536, H13 1.091
6 C 0.677 -0.989 0.135  C2 1.607, C5 1.536, O7 1.395, H14 1.096
7 O 1.879 -0.426 -0.292  C6 1.395, H15 0.973
8 H -0.134 1.922 1.906  C1 1.104
9 H -0.377 2.232 0.194  C1 1.092
10 H 1.180 1.563 0.800  C1 1.092
11 H -0.854 -0.095 1.633  C2 1.086
12 H -2.288 -0.242 -0.790  C3 1.087
13 H -0.425 -2.234 -1.594  C5 1.091
14 H 0.921 -1.850 0.770  C6 1.096
15 H 1.603 0.186 -0.997  O7 0.973

Löwdin atomic charge list, values in e, 2 entries: C -0.052; C -0.196

Record 2
Below is a 11-piece molecular cluster, C74H78ClN10O5PS overall in a non-equilibrium geometry, with properties calculated with the ωB97M-V functional and the def2-TZVPD basis.

Results
2S+1 ... 1
E_tot ... -135776.0838 eV
Net charge ... 0

Bonds (Å) are listed after each position.
Positions of all 170 atoms, in Å:
1 C 2.138 -4.454 1.575  C2 1.603, H33 1.146, H34 1.160, H35 1.155
2 C 2.477 -2.887 1.598  C1 1.603, C3 1.636, H36 1.152, H37 1.140
3 C 1.221 -1.961 2.089  C2 1.636, C4 1.604, H38 1.148, H39 1.158
4 C 1.575 -0.449 1.688  C3 1.604, C5 1.637, C6 1.603, H40 1.159
5 C 2.347 0.381 2.869  C4 1.637, H41 1.163, H42 1.143, H43 1.155
6 C 0.370 0.376 1.027  C4 1.603, C7 1.576, C12 1.587
7 C 0.298 0.450 -0.546  C6 1.576, C8 1.581, C31 1.595
8 C -0.814 1.277 -1.307  C7 1.581, C9 1.538, C16 1.616
9 C -1.882 2.032 -0.497  C8 1.538, C10 1.561, H44 1.147
10 C -1.832 1.954 1.062  C9 1.561, S11 1.872, C12 1.583
11 S -3.175 2.959 1.892  C10 1.872, H45 1.405
12 C -0.749 1.126 1.866  C6 1.587, C10 1.583, P13 1.888
13 P -0.816 1.074 3.753  C12 1.888, O14 1.741, O15 1.745
14 O -0.233 -0.451 4.356  P13 1.741, H46 0.997
15 O -2.462 1.056 4.332  P13 1.745, H47 0.989
16 C -0.799 1.351 -2.921  C8 1.616, O17 1.254, C18 1.601
17 O -1.878 1.396 -3.558  C16 1.254
18 C 0.663 1.349 -3.576  C16 1.601, C19 1.565, C30 1.579
19 C 1.029 2.143 -4.873  C18 1.565, C20 1.575, H48 1.142
20 C 2.463 2.089 -5.524  C19 1.575, C21 1.594, C25 1.574
21 C 2.865 2.860 -6.860  C20 1.594, C22 1.602, H49 1.157, H50 1.158
22 C 3.365 4.367 -6.641  C21 1.602, C23 1.609, Cl24 1.847, H51 1.157
23 C 4.691 4.514 -5.740  C22 1.609, H52 1.152, H53 1.146, H54 1.150
24 Cl 1.964 5.420 -6.059  C22 1.847
25 C 3.535 1.189 -4.806  C20 1.574, C26 1.611, C29 1.577
26 C 5.029 0.992 -5.377  C25 1.611, O27 1.457, H55 1.139, H56 1.143
27 O 4.911 0.179 -6.580  C26 1.457, C28 1.445
28 C 4.553 -1.184 -6.261  O27 1.445, H57 1.142, H58 1.160, H59 1.155
29 C 3.198 0.419 -3.472  C25 1.577, C30 1.544, H60 1.146
30 C 1.782 0.495 -2.862  C18 1.579, C29 1.544, C31 1.616
31 C 1.317 -0.287 -1.526  C7 1.595, C30 1.616, O32 1.257
32 O 1.767 -1.452 -1.384  C31 1.257
33 H 1.332 -4.747 0.816  C1 1.146
34 H 3.104 -4.989 1.221  C1 1.160
35 H 1.941 -4.877 2.631  C1 1.155
36 H 3.316 -2.683 2.360  C2 1.152
37 H 2.868 -2.599 0.567  C2 1.140
38 H 1.157 -2.155 3.218  C3 1.148
39 H 0.295 -2.372 1.528  C3 1.158
40 H 2.388 -0.534 0.867  C4 1.159
41 H 3.452 0.584 2.567  C5 1.163
42 H 1.848 1.404 2.977  C5 1.143
43 H 2.288 -0.221 3.853  C5 1.155
44 H -2.675 2.641 -1.058  C9 1.147
45 H -2.674 3.346 3.146  S11 1.405
46 H -0.886 -0.775 5.037  O14 0.997
47 H -2.990 0.567 3.654  O15 0.989
48 H 0.231 2.775 -5.391  C19 1.142
49 H 3.657 2.222 -7.412  C21 1.157
50 H 1.919 2.926 -7.523  C21 1.158
51 H 3.653 4.770 -7.688  C22 1.157
52 H 5.541 4.020 -6.341  C23 1.152
53 H 4.933 5.610 -5.506  C23 1.146
54 H 4.520 3.877 -4.798  C23 1.150
55 H 5.543 1.962 -5.681  C26 1.139
56 H 5.639 0.385 -4.625  C26 1.143
57 H 5.187 -1.658 -5.438  C28 1.142
58 H 3.442 -1.297 -5.945  C28 1.160
59 H 4.660 -1.848 -7.199  C28 1.155
60 H 3.991 -0.227 -2.955  C29 1.146
61 N 5.875 0.386 2.596  C62 1.344, C66 1.343
62 C 6.619 -0.557 1.992  N61 1.344, C63 1.386, H67 1.085
63 C 7.592 -0.280 1.044  C62 1.386, C64 1.387, H68 1.082
64 C 7.810 1.045 0.694  C63 1.387, C65 1.387, H69 1.085
65 C 7.054 2.038 1.300  C64 1.387, C66 1.385, H70 1.083
66 C 6.108 1.660 2.239  N61 1.343, C65 1.385, H71 1.086
67 H 6.410 -1.576 2.296  C62 1.085
68 H 8.164 -1.078 0.591  C63 1.082
69 H 8.562 1.302 -0.045  C64 1.085
70 H 7.198 3.082 1.051  C65 1.083
71 H 5.495 2.400 2.744  C66 1.086
72 N 4.667 -4.074 -5.863  C73 1.343, C77 1.343
73 C 4.427 -4.560 -4.634  N72 1.343, C74 1.385, H78 1.086
74 C 4.296 -5.910 -4.352  C73 1.385, C75 1.388, H79 1.083
75 C 4.415 -6.814 -5.398  C74 1.388, C76 1.387, H80 1.085
76 C 4.661 -6.339 -6.678  C75 1.387, C77 1.386, H81 1.083
77 C 4.779 -4.970 -6.856  N72 1.343, C76 1.386, H82 1.086
78 H 4.339 -3.814 -3.850  C73 1.086
79 H 4.105 -6.247 -3.340  C74 1.083
80 H 4.317 -7.879 -5.217  C75 1.085
81 H 4.759 -7.015 -7.517  C76 1.083
82 H 4.975 -4.549 -7.838  C77 1.086
83 N 7.486 -3.739 2.386  C84 1.343, C88 1.343
84 C 8.213 -3.936 1.274  N83 1.343, C85 1.385, H89 1.084
85 C 8.912 -5.102 1.005  C84 1.385, C86 1.387, H90 1.083
86 C 8.863 -6.127 1.939  C85 1.387, C87 1.387, H91 1.085
87 C 8.121 -5.950 3.098  C86 1.387, C88 1.385, H92 1.083
88 C 7.454 -4.748 3.272  N83 1.343, C87 1.385, H93 1.085
89 H 8.224 -3.107 0.576  C84 1.084
90 H 9.480 -5.206 0.090  C85 1.083
91 H 9.397 -7.054 1.766  C86 1.085
92 H 8.060 -6.728 3.849  C87 1.083
93 H 6.858 -4.563 4.160  C88 1.085
94 N -2.479 -2.832 5.712  C95 1.343, C99 1.343
95 C -2.722 -3.347 6.928  N94 1.343, C96 1.385, H100 1.085
96 C -2.853 -4.703 7.179  C95 1.385, C97 1.388, H101 1.083
97 C -2.731 -5.583 6.113  C96 1.388, C98 1.387, H102 1.085
98 C -2.482 -5.078 4.844  C97 1.387, C99 1.385, H103 1.083
99 C -2.363 -3.705 4.698  N94 1.343, C98 1.385, H104 1.086
100 H -2.812 -2.620 7.728  C95 1.085
101 H -3.046 -5.063 8.182  C96 1.083
102 H -2.829 -6.651 6.268  C97 1.085
103 H -2.382 -5.735 3.990  C98 1.083
104 H -2.165 -3.262 3.727  C99 1.086
105 N -2.126 7.909 -2.343  C106 1.343, C110 1.343
106 C -1.405 7.741 -3.463  N105 1.343, C107 1.386, H111 1.085
107 C -0.692 6.590 -3.756  C106 1.386, C108 1.388, H112 1.083
108 C -0.720 5.549 -2.839  C107 1.388, C109 1.388, H113 1.085
109 C -1.456 5.696 -1.672  C108 1.388, C110 1.386, H114 1.083
110 C -2.138 6.886 -1.473  N105 1.343, C109 1.386, H115 1.085
111 H -1.411 8.584 -4.147  C106 1.085
112 H -0.128 6.509 -4.677  C107 1.083
113 H -0.173 4.632 -3.032  C108 1.085
114 H -1.500 4.904 -0.933  C109 1.083
115 H -2.731 7.047 -0.578  C110 1.085
116 N -2.163 5.400 4.229  C117 1.343, C121 1.343
117 C -1.047 5.981 4.699  N116 1.343, C118 1.385, H122 1.085
118 C -0.973 7.310 5.080  C117 1.385, C119 1.388, H123 1.083
119 C -2.115 8.090 4.968  C118 1.388, C120 1.387, H124 1.085
120 C -3.282 7.516 4.484  C119 1.387, C121 1.385, H125 1.083
121 C -3.255 6.176 4.132  N116 1.343, C120 1.385, H126 1.085
122 H -0.181 5.331 4.765  C117 1.085
123 H -0.046 7.726 5.454  C118 1.083
124 H -2.097 9.136 5.255  C119 1.085
125 H -4.191 8.095 4.383  C120 1.083
126 H -4.142 5.680 3.753  C121 1.085
127 N -0.034 -6.269 -5.613  C128 1.343, C132 1.343
128 C 1.080 -5.682 -5.146  N127 1.343, C129 1.386, H133 1.083
129 C 1.152 -4.348 -4.776  C128 1.386, C130 1.387, H134 1.081
130 C 0.009 -3.571 -4.899  C129 1.387, C131 1.388, H135 1.085
131 C -1.155 -4.152 -5.381  C130 1.388, C132 1.386, H136 1.083
132 C -1.125 -5.495 -5.721  N127 1.343, C131 1.386, H137 1.086
133 H 1.946 -6.328 -5.071  C128 1.083
134 H 2.075 -3.928 -4.402  C129 1.081
135 H 0.025 -2.523 -4.621  C130 1.085
136 H -2.065 -3.575 -5.491  C131 1.083
137 H -2.011 -5.995 -6.099  C132 1.086
138 N -5.460 4.791 6.432  C139 1.344, C143 1.345
139 C -6.650 4.803 7.056  N138 1.344, C140 1.385, H144 1.085
140 C -7.252 3.675 7.591  C139 1.385, C141 1.388, H145 1.082
141 C -6.592 2.460 7.473  C140 1.388, C142 1.388, H146 1.085
142 C -5.362 2.418 6.831  C141 1.388, C143 1.385, H147 1.083
143 C -4.842 3.601 6.333  N138 1.345, C142 1.385, H148 1.086
144 H -7.129 5.774 7.121  C139 1.085
145 H -8.212 3.745 8.086  C140 1.082
146 H -7.032 1.555 7.877  C141 1.085
147 H -4.820 1.486 6.720  C142 1.083
148 H -3.881 3.619 5.826  C143 1.086
149 N -6.020 -7.923 -5.792  C150 1.343, C154 1.343
150 C -4.908 -7.333 -5.324  N149 1.343, C151 1.386, H155 1.085
151 C -4.840 -5.999 -4.956  C150 1.386, C152 1.387, H156 1.083
152 C -5.984 -5.225 -5.080  C151 1.387, C153 1.387, H157 1.085
153 C -7.147 -5.809 -5.562  C152 1.387, C154 1.386, H158 1.083
154 C -7.113 -7.152 -5.901  N149 1.343, C153 1.386, H159 1.085
155 H -4.039 -7.979 -5.249  C150 1.085
156 H -3.916 -5.577 -4.582  C151 1.083
157 H -5.970 -4.176 -4.803  C152 1.085
158 H -8.058 -5.234 -5.672  C153 1.083
159 H -7.998 -7.655 -6.279  C154 1.085
160 N -9.923 5.216 7.049  C161 1.343, C165 1.343
161 C -10.859 6.096 7.442  N160 1.343, C162 1.385, H166 1.085
162 C -12.049 6.310 6.764  C161 1.385, C163 1.387, H167 1.083
163 C -12.287 5.577 5.610  C162 1.387, C164 1.387, H168 1.085
164 C -11.336 4.662 5.181  C163 1.387, C165 1.385, H169 1.083
165 C -10.180 4.519 5.931  N160 1.343, C164 1.385, H170 1.086
166 H -10.626 6.646 8.347  C161 1.085
167 H -12.769 7.031 7.128  C162 1.083
168 H -13.206 5.717 5.051  C163 1.085
169 H -11.489 4.074 4.285  C164 1.083
170 H -9.408 3.814 5.638  C165 1.086

Löwdin atomic charge list, values in e, 2 entries: C -0.143; C -0.259

Record 3
Below is a 8-piece molecular cluster, C29H41F6NO23S overall in a non-equilibrium geometry, with properties calculated with the ωB97M-V functional and the def2-TZVPD basis.

Results
2S+1 ... 1
E_tot ... -106453.5871 eV
Net charge ... 0

Bonds (Å) are listed after each position.
Positions of all 101 atoms, in Å:
1 C 0.772 -5.090 1.897  C2 1.667, H19 1.182, H20 1.192, H21 1.177
2 C 1.571 -3.646 1.662  C1 1.667, C3 1.664, H22 1.175, H23 1.178
3 C 0.416 -2.492 1.340  C2 1.664, N4 1.513, H24 1.193, H25 1.171
4 N 0.873 -1.080 1.635  C3 1.513, C5 1.512, S15 1.746
5 C 0.023 -0.032 0.952  N4 1.512, C6 1.641, H26 1.194, H27 1.191
6 C -1.576 -0.387 0.855  C5 1.641, C7 1.639, H28 1.194, H29 1.193
7 C -2.313 -0.670 2.292  C6 1.639, C8 1.663, H30 1.193, H31 1.171
8 C -3.821 -1.350 2.120  C7 1.663, F9 1.491, F10 1.506, C11 1.667
9 F -4.510 -0.918 0.871  C8 1.491
10 F -4.692 -0.991 3.295  C8 1.506
11 C -3.721 -3.014 2.151  C8 1.667, F12 1.498, F13 1.511, F14 1.495
12 F -3.150 -3.459 3.462  C11 1.498
13 F -2.914 -3.522 0.979  C11 1.511
14 F -5.057 -3.676 2.034  C11 1.495
15 S 1.098 -0.776 3.339  N4 1.746, O16 1.579, O17 1.558, F18 1.749
16 O 2.603 -0.387 3.613  S15 1.579
17 O 0.259 0.408 3.904  S15 1.558
18 F 0.639 -2.162 4.302  S15 1.749
19 H 0.547 -5.570 0.841  C1 1.182
20 H -0.271 -4.941 2.452  C1 1.192
21 H 1.417 -5.778 2.601  C1 1.177
22 H 2.343 -3.774 0.785  C2 1.175
23 H 2.169 -3.427 2.654  C2 1.178
24 H 0.226 -2.557 0.164  C3 1.193
25 H -0.570 -2.820 1.879  C3 1.171
26 H 0.419 0.030 -0.173  C5 1.194
27 H 0.176 1.068 1.381  C5 1.191
28 H -2.110 0.575 0.392  C6 1.194
29 H -1.757 -1.243 0.044  C6 1.193
30 H -2.480 0.359 2.873  C7 1.193
31 H -1.725 -1.366 3.027  C7 1.171
32 C 6.808 -3.126 -0.291  C33 1.494, O37 1.415, H38 1.093, H39 1.095
33 C 5.741 -2.530 -1.151  C32 1.494, O34 1.415, H40 1.095, H41 1.093
34 O 4.632 -3.381 -0.930  C33 1.415, C35 1.365
35 C 4.824 -3.976 0.283  O34 1.365, O36 1.220, O37 1.365
36 O 3.983 -4.641 0.865  C35 1.220
37 O 6.079 -3.729 0.761  C32 1.415, C35 1.365
38 H 7.498 -2.372 0.097  C32 1.093
39 H 7.381 -3.899 -0.813  C32 1.095
40 H 5.474 -1.514 -0.842  C33 1.095
41 H 6.016 -2.519 -2.209  C33 1.093
42 C 0.515 2.936 -2.545  C43 1.494, O47 1.415, H48 1.093, H49 1.095
43 C 1.681 2.772 -3.465  C42 1.494, O44 1.415, H50 1.095, H51 1.093
44 O 2.626 2.078 -2.673  C43 1.415, C45 1.365
45 C 1.925 1.423 -1.702  O44 1.365, O46 1.220, O47 1.365
46 O 2.405 0.594 -0.947  C45 1.220
47 O 0.618 1.816 -1.686  C42 1.415, C45 1.365
48 H -0.440 2.931 -3.077  C42 1.093
49 H 0.582 3.849 -1.944  C42 1.095
50 H 1.438 2.162 -4.342  C43 1.095
51 H 2.085 3.731 -3.801  C43 1.093
52 C -2.944 -4.346 -2.312  C53 1.494, O57 1.415, H58 1.093, H59 1.095
53 C -3.028 -4.956 -3.674  C52 1.494, O54 1.415, H60 1.095, H61 1.093
54 O -2.378 -4.006 -4.497  C53 1.415, C55 1.365
55 C -1.540 -3.291 -3.691  O54 1.365, O56 1.220, O57 1.365
56 O -0.701 -2.503 -4.096  C55 1.220
57 O -1.761 -3.573 -2.374  C52 1.415, C55 1.365
58 H -2.875 -5.099 -1.522  C52 1.093
59 H -3.789 -3.683 -2.099  C52 1.095
60 H -2.489 -5.908 -3.739  C53 1.095
61 H -4.060 -5.110 -3.999  C53 1.093
62 C 6.215 0.858 -4.076  C63 1.494, O67 1.415, H68 1.093, H69 1.095
63 C 7.381 0.694 -4.997  C62 1.494, O64 1.415, H70 1.095, H71 1.093
64 O 8.326 0.000 -4.204  C63 1.415, C65 1.365
65 C 7.625 -0.655 -3.233  O64 1.365, O66 1.220, O67 1.365
66 O 8.105 -1.485 -2.479  C65 1.220
67 O 6.318 -0.262 -3.218  C62 1.415, C65 1.365
68 H 5.260 0.852 -4.608  C62 1.093
69 H 6.282 1.771 -3.475  C62 1.095
70 H 7.138 0.083 -5.873  C63 1.095
71 H 7.785 1.653 -5.332  C63 1.093
72 C -4.072 2.702 3.740  C73 1.494, O77 1.415, H78 1.093, H79 1.095
73 C -4.273 4.063 4.324  C72 1.494, O74 1.415, H80 1.095, H81 1.093
74 O -3.177 4.800 3.818  C73 1.415, C75 1.365
75 C -2.771 4.173 2.675  O74 1.365, O76 1.220, O77 1.365
76 O -1.959 4.632 1.889  C75 1.220
77 O -3.393 2.967 2.527  C72 1.415, C75 1.365
78 H -5.017 2.186 3.551  C72 1.093
79 H -3.439 2.067 4.368  C72 1.095
80 H -5.203 4.531 3.983  C73 1.095
81 H -4.261 4.052 5.418  C73 1.093
82 C 3.105 7.085 -0.614  C83 1.494, O87 1.415, H88 1.093, H89 1.095
83 C 3.397 5.633 -0.411  C82 1.494, O84 1.415, H90 1.095, H91 1.093
84 O 2.613 5.001 -1.405  C83 1.415, C85 1.365
85 C 2.396 5.925 -2.386  O84 1.365, O86 1.220, O87 1.365
86 O 1.900 5.673 -3.472  C85 1.220
87 O 2.807 7.167 -1.995  C82 1.415, C85 1.365
88 H 3.958 7.720 -0.363  C82 1.093
89 H 2.232 7.419 -0.043  C82 1.095
90 H 4.451 5.391 -0.586  C83 1.095
91 H 3.113 5.286 0.586  C83 1.093
92 C -9.287 0.664 1.758  C93 1.494, O97 1.415, H98 1.093, H99 1.095
93 C -8.155 1.189 0.936  C92 1.494, O94 1.415, H100 1.095, H101 1.093
94 O -7.370 1.896 1.877  C93 1.415, C95 1.365
95 C -7.650 1.368 3.104  O94 1.365, O96 1.220, O97 1.365
96 O -7.029 1.624 4.122  C95 1.220
97 O -8.714 0.515 3.043  C92 1.415, C95 1.365
98 H -9.662 -0.294 1.387  C92 1.093
99 H -10.120 1.372 1.822  C92 1.095
100 H -7.548 0.388 0.500  C93 1.095
101 H -8.494 1.853 0.136  C93 1.093

Löwdin atomic charge list, values in e, 2 entries: C -0.121; C -0.201